Molecular formula: C15H17ClN2O5
Method: DFT, wB97M-V/def2-TZVPD

Cartesian coordinates (Å):
H1 3.84626 3.14417 -1.37882
N1 2.49739 1.62888 -0.86019
C1 -2.75136 -0.77509 -1.54155
C2 6.33764 0.10678 1.39325
H2 1.89285 0.10496 1.91065
O1 -1.72636 2.74047 -1.55873
C3 1.90972 0.65176 -0.15289
H3 6.40365 1.18979 1.46973
C4 -3.18095 1.55684 -0.08357
H4 -4.66976 -4.14221 -0.21981
H5 4.06664 0.79108 2.25178
H6 -4.43466 -3.25096 -1.73423
O2 -5.92932 -0.77878 2.85077
O3 4.92953 -0.99818 -0.16391
Cl1 -1.08609 0.43164 -3.33622
C5 -2.34466 1.57944 -1.19502
H7 2.46623 -1.15461 0.83475
O4 -4.60921 0.43297 1.43226
C6 4.99277 -0.28415 0.82600
C7 -4.08894 -3.34917 -0.70067
N2 3.92031 0.20953 1.44373
H8 -1.09245 2.53607 -2.26494
O5 0.77217 0.34234 -0.48086
C8 2.53590 -0.08797 1.05248
H9 1.92104 1.95468 -1.61959
C9 -3.80765 0.37616 0.31912
C10 -4.25252 -2.03979 0.02731
H10 -5.55489 -2.83605 1.53793
H11 3.97328 2.59428 0.29742
H12 -2.55753 -1.66787 -2.12623
H13 4.58991 1.57811 -1.04097
C11 -2.13105 0.41331 -1.93382
H14 -3.03668 -3.64989 -0.70511
C12 -5.03972 -1.96675 1.14873
C13 3.80460 2.26866 -0.72896
C14 -5.21188 -0.70845 1.86194
H15 7.11749 -0.25820 0.72639
H16 -3.33908 2.46834 0.48169
C15 -3.59330 -0.80817 -0.41584
H17 6.46068 -0.34395 2.37599

Force components x, y, z for each atom (eV/Å):
H -0.15 -0.12 0.07
N 1.08 0.84 -0.04
C 0.23 0.86 0.02
C -0.13 -0.02 -0.02
H -0.02 0.07 -0.09
O -0.29 -0.31 0.33
C -0.72 -0.28 -0.07
H 0.11 0.12 0.16
C -0.20 -0.04 0.24
H 0.10 0.23 -0.04
H -0.03 -0.03 -0.04
H 0.13 -0.06 0.04
O 0.95 1.72 -0.71
O -0.44 0.09 0.12
Cl -0.24 0.09 0.35
C 0.46 0.24 -0.35
H -0.08 0.11 -0.17
O 0.02 -0.21 -0.08
C 1.25 -0.77 -1.10
C 0.05 0.27 0.04
N -1.51 0.57 0.59
H -0.19 0.00 0.12
O -0.11 -0.53 0.48
C 0.70 0.22 -0.25
H -0.11 -0.14 0.09
C 0.68 0.11 -0.91
C -0.93 -0.07 1.25
H 0.01 0.26 0.08
H 0.09 0.04 -0.11
H -0.11 0.05 0.16
H 0.12 0.11 0.09
C -0.54 -1.02 0.36
H -0.09 0.01 -0.12
C 1.67 0.32 -2.23
C -0.07 -0.38 0.07
C -1.61 -2.05 1.51
H -0.14 0.02 0.08
H 0.04 -0.07 -0.05
C -0.07 -0.33 0.00
H 0.11 0.09 0.13

As for the charge: 0. The SMILES is Cc1cc(=O)oc2cc(O)c(Cl)cc12.CNC(=O)CNC(C)=O. The value obtained for the calculated total energy is -41571.83904 eV. The calculation puts the strongest force on any atom at 3.012 eV/Å. Its spin multiplicity is 1.